No. 1
Formula: C11H19AgF3O5
Source: the OMol25 dataset
Level of theory: ωB97M-V with the def2-TZVPD basis set

Computed properties:
M   396.13 g mol⁻¹
Net charge   -2
Orbital gap (alpha / beta)   5.23 / 5.15 eV
Total energy   -1253.169518 Ha
Highest occupied orbital energy (alpha / beta)   -0.0263 / -0.0234 Ha
Energy relative to the best compared isomer or geometry (same formula, charge and spin)   107.30 kJ/mol
Spin multiplicity   2
Largest force on an atom   3.1 eV/Å

Cartesian coordinates (Å):
Ag -1.74398 0.37528 1.83282
F -2.37541 0.80061 3.96158
F -2.65710 2.42564 0.97947
F -3.79571 -0.31729 1.31354
C 0.41872 -2.95285 0.18386
C -0.38362 -2.95681 1.47743
C 0.45245 -3.61461 2.61613
O -0.83968 -1.74336 1.87952
H 0.05055 -2.34693 -0.64569
H 0.66662 -3.96930 -0.15041
H 1.39017 -2.47231 0.39352
H -1.26939 -3.58764 1.24601
H -0.17877 -3.66363 3.50417
H 1.26255 -2.92484 2.87608
H 0.89902 -4.59275 2.39474
O -1.26163 0.12746 -0.50836
C -1.48472 0.62696 -1.56091
O -0.77242 0.30606 -2.66707
C -1.11052 1.24527 -3.71794
C -2.08264 2.25087 -3.09664
C -2.62417 1.54114 -1.85622
H -1.46435 0.62708 -4.54709
H -0.19217 1.71262 -4.08223
H -2.88565 2.53105 -3.78412
H -1.63548 3.22023 -2.86079
H -3.47095 0.97810 -2.25797
H -2.92066 2.07259 -0.94616
O 0.25948 1.62446 1.96876
C 1.27493 1.53944 1.35989
O 2.22708 2.49270 1.37843
C 3.35953 2.11770 0.59762
C 3.24209 0.61939 0.35895
C 1.73659 0.37892 0.48984
H 4.26149 2.35870 1.16682
H 3.44399 2.78734 -0.26463
H 3.88540 0.21035 1.14168
H 3.64918 0.28047 -0.59273
H 1.34571 -0.53566 0.93689
H 1.32348 0.42757 -0.51877

No. 2
Formula: C11H19BCuN8S3
Source: the OMol25 dataset
Level of theory: ωB97M-V with the def2-TZVPD basis set

Computed properties:
M   433.89 g mol⁻¹
Net charge   0
Orbital gap (alpha / beta)   6.16 / 5.68 eV
Total energy   -3728.362982 Ha
Highest occupied orbital energy (alpha / beta)   -0.2316 / -0.2288 Ha
Spin multiplicity   2
Largest force on an atom   13.6 eV/Å

Cartesian coordinates (Å):
Cu 0.67126 0.46614 0.05796
C 1.78527 1.76700 -3.40823
N 1.08538 0.50994 -3.41394
C 0.10604 0.09644 -4.34772
C -0.32488 -1.17969 -4.02150
N 0.36462 -1.61939 -2.86674
B 0.24371 -3.00312 -2.22054
N -0.30158 -2.95968 -0.78101
C -0.28095 -4.08390 0.07818
C -0.82248 -3.74766 1.30023
N -1.22888 -2.39559 1.26880
C -1.85366 -1.66732 2.34472
C -0.90609 -1.93208 -0.02997
S -1.22794 -0.60771 -0.76501
C 1.22079 -0.56931 -2.52658
S 2.08376 -0.72490 -1.36868
H 1.45294 2.40637 -4.25211
H 2.87880 1.58484 -3.50673
H 1.59026 2.29999 -2.45354
H -0.24702 0.68757 -5.18562
H -1.06104 -1.75599 -4.56165
H -0.46306 -3.70913 -2.86752
H 1.33577 -3.47838 -2.20785
H 0.11258 -5.05655 -0.18954
H -0.92890 -4.41102 2.15065
H -1.97120 -2.31762 3.23791
H -2.85473 -1.31245 2.02440
H -1.22267 -0.79585 2.61792
C -1.54871 3.38111 3.37051
C -0.12502 3.19494 2.97157
N 0.87774 3.84907 3.49597
N 1.98440 3.35882 2.83161
C 1.59471 2.40057 1.90594
S 2.54369 1.53212 0.87680
N 0.23715 2.31396 2.01528
N -0.50813 1.46179 1.25036
H -1.62658 4.13664 4.15660
H -1.95372 2.43529 3.74081
H -2.13431 3.70274 2.50486
H 2.92377 3.68257 3.02645
H -1.08301 0.77361 1.86672
H -1.25732 1.99841 0.67192
H 0.83925 -0.71259 1.20835

No. 3
Formula: C11H19BO3
Source: the OMol25 dataset
Level of theory: ωB97M-V with the def2-TZVPD basis set

Computed properties:
M   210.08 g mol⁻¹
Net charge   0
Orbital gap (alpha / beta)   7.54 / 7.54 eV
Total energy   -680.953117 Ha
Highest occupied orbital energy (alpha / beta)   -0.2569 / -0.2568 Ha
Energy relative to the best compared isomer or geometry (same formula, charge and spin)   609.43 kJ/mol
Largest force on an atom   5.3 eV/Å

Cartesian coordinates (Å):
B 1.39750 0.02528 -0.32652
C 0.48184 0.28027 -1.48931
C -0.57552 1.20037 0.54771
C -1.02015 -0.21381 -1.38240
C -1.57552 0.87378 -0.44707
C -1.77477 -0.09602 -2.70705
C -0.89130 -1.51357 -0.55133
C -1.89269 2.22226 -1.20998
C -2.82531 0.46527 0.27741
C 1.94126 -0.27439 2.63445
C 3.94494 -1.71628 1.60575
C 3.04455 -0.45861 1.53678
O 0.82607 1.13697 -2.30220
O -0.68144 1.82192 1.57779
O 2.37696 -0.52845 0.28511
H -1.99032 -1.07942 -3.16419
H -1.15846 0.29484 -3.48154
H -2.66187 0.44965 -2.67097
H -0.37470 -1.34726 0.38338
H -0.53986 -2.29535 -1.23132
H -1.90436 -2.03556 -0.25610
H -1.90598 3.10256 -0.57824
H -2.78925 2.30058 -1.61656
H -1.07496 2.54536 -1.83273
H -2.80888 -0.61684 0.41057
H -3.81687 0.87546 -0.24924
H -2.86200 0.83467 1.21905
H 1.03703 -0.66226 2.06586
H 2.13315 -0.93145 3.59237
H 1.77537 0.77314 2.76613
H 4.44047 -1.71648 2.50755
H 4.78401 -1.55145 1.00455
H 3.42466 -2.72171 1.48415
H 3.51640 0.55655 1.59814